Record 1
Molecular formula: C3H3N5
Method: DFT, ωB97M-V with the def2-TZVPD basis set

Last column: Löwdin charge in e.
Cartesian coordinates (Å):
H -2.392 -0.771 0.897  -0.008
N -1.943 0.028 0.783  0.210
C -0.942 -0.167 0.005  -0.403
C -0.015 0.965 -0.475  -0.035
C 1.279 0.828 -0.216  -0.134
N 1.591 -0.151 0.763  0.054
N 1.063 -1.267 0.695  -0.028
N 0.500 -1.722 -0.432  -0.021
N -0.523 -1.264 -0.845  0.101
H -0.645 1.935 -0.679  0.150
H 2.027 1.585 -0.497  0.114

The total energy is -10604.227 eV. Its molecular weight is 109.09 g/mol. As for the frontier orbital gap: 9.0 eV. The energy above the lowest of the compared OMol25 structures with the same formula, charge and spin is 107.0 kcal/mol. As for the SMILES: [H]/N=c1/ccnnnn1. The strongest force on any atom comes out at 0.1187 hartree/bohr. The highest occupied orbital energy comes out at -9.6557 eV.

Record 2
Molecular formula: C4H8N2
Method: DFT, ωB97M-V with the def2-TZVPD basis set

Last column: Löwdin charge in e.
Cartesian coordinates (Å):
C 1.888 0.002 -0.117  -0.156
N 1.285 -1.229 0.381  0.022
C 0.627 -0.511 -0.697  -0.300
C -0.577 0.349 -0.437  -0.298
C -1.862 -0.087 0.162  -0.132
N -0.865 0.619 0.964  0.013
H 2.835 -0.090 -0.641  0.095
H 1.784 0.892 0.502  0.104
H 0.810 -1.031 1.261  0.081
H 0.645 -1.027 -1.656  0.132
H -0.654 1.186 -1.133  0.139
H -2.039 -1.123 0.439  0.104
H -2.754 0.461 -0.140  0.101
H -1.123 1.589 1.113  0.095

The total energy is -7255.743 eV. Its molecular weight is 84.12 g/mol. As for the frontier orbital gap: 10.3 eV. The energy above the lowest of the compared OMol25 structures with the same formula, charge and spin is 49.2 kcal/mol. As for the SMILES: C1N[C@H]1[C@H]1CN1. The strongest force on any atom comes out at 0.0064 hartree/bohr. The highest occupied orbital energy comes out at -9.2588 eV.

Record 3
Molecular formula: C19H24BrCl18NO3
Method: DFT, ωB97M-V with the def2-TZVPD basis set

Last column: Löwdin charge in e.
Cartesian coordinates (Å):
O -2.361 4.997 0.097  0.075
C -1.629 5.427 0.908  -0.803
Br -0.880 7.227 0.638  0.683
C -1.198 4.726 2.173  -0.115
C -0.899 3.248 2.000  -0.150
C -1.491 2.287 2.819  0.000
C -1.204 0.942 2.682  -0.239
C -0.306 0.474 1.701  -0.118
C 0.281 1.405 0.879  -0.102
C -0.026 2.772 1.051  -0.071
C 0.800 3.469 0.018  -0.359
O 0.661 4.523 -0.531  0.126
N 1.873 2.564 -0.310  0.151
C 1.250 1.283 -0.262  -0.403
O 1.431 0.329 -0.967  0.034
H -2.047 4.807 2.859  0.132
H -0.349 5.203 2.660  0.117
H -2.205 2.585 3.578  0.124
H -1.723 0.241 3.308  0.014
H -0.081 -0.575 1.569  0.099
H 2.020 2.741 -1.309  0.112
Cl -1.442 -1.230 -1.787  0.507
C -0.531 -0.741 -3.215  -1.023
Cl -1.009 -1.671 -4.647  0.522
H -0.717 0.309 -3.407  0.028
H 0.523 -0.906 -3.028  0.013
Cl -0.433 -4.248 -8.772  0.510
C 0.235 -2.706 -8.230  -1.023
Cl 0.140 -1.472 -9.496  0.525
H -0.329 -2.364 -7.370  -0.025
H 1.274 -2.851 -7.962  0.027
Cl -0.101 -3.309 5.061  0.520
C 0.644 -1.757 5.477  -0.970
Cl 0.412 -0.571 4.178  0.679
H 0.188 -1.379 6.383  -0.008
H 1.706 -1.912 5.633  0.032
Cl -3.166 -3.338 -0.146  0.493
C -3.876 -2.818 1.381  -1.020
Cl -3.151 -1.294 1.913  0.596
H -4.943 -2.675 1.249  0.032
H -3.694 -3.580 2.127  -0.082
Cl 0.454 1.458 -13.337  0.501
C 1.577 0.523 -12.343  -1.039
Cl 2.533 -0.603 -13.314  0.500
H 2.251 1.208 -11.843  0.025
H 1.008 -0.045 -11.618  -0.045
Cl 0.019 -2.865 8.811  0.517
C -1.688 -3.174 8.461  -1.033
Cl -2.359 -4.421 9.516  0.513
H -2.244 -2.256 8.610  0.028
H -1.773 -3.505 7.432  -0.013
Cl 2.492 2.326 3.232  0.570
C 3.925 3.206 2.682  -1.007
Cl 4.110 4.749 3.524  0.511
H 4.800 2.597 2.873  0.026
H 3.824 3.397 1.619  0.013
Cl -2.959 -6.267 2.225  0.534
C -3.835 -6.317 3.759  -0.990
Cl -4.867 -4.893 3.967  0.539
H -4.457 -7.203 3.779  0.027
H -3.116 -6.344 4.569  0.024
Cl 3.887 1.031 -2.087  0.612
C 5.407 1.577 -2.805  -1.003
Cl 5.927 3.130 -2.135  0.501
H 6.173 0.838 -2.603  0.024
H 5.267 1.690 -3.874  0.024

The total energy is -323171.397 eV. Its molecular weight is 1032.46 g/mol. As for the frontier orbital gap: 9.6 eV. As for the SMILES: O=C(Br)Cc1cccc2c1C(=O)NC2=O.ClCCl.ClCCl.ClCCl.ClCCl.ClCCl.ClCCl.ClCCl.ClCCl.ClCCl. The strongest force on any atom comes out at 0.0541 hartree/bohr. The highest occupied orbital energy comes out at -10.0056 eV.

Copy entry 2 word for word.
Molecular formula: C4H8N2
Method: DFT, ωB97M-V with the def2-TZVPD basis set

Last column: Löwdin charge in e.
Cartesian coordinates (Å):
C 1.888 0.002 -0.117  -0.156
N 1.285 -1.229 0.381  0.022
C 0.627 -0.511 -0.697  -0.300
C -0.577 0.349 -0.437  -0.298
C -1.862 -0.087 0.162  -0.132
N -0.865 0.619 0.964  0.013
H 2.835 -0.090 -0.641  0.095
H 1.784 0.892 0.502  0.104
H 0.810 -1.031 1.261  0.081
H 0.645 -1.027 -1.656  0.132
H -0.654 1.186 -1.133  0.139
H -2.039 -1.123 0.439  0.104
H -2.754 0.461 -0.140  0.101
H -1.123 1.589 1.113  0.095

The total energy is -7255.743 eV. Its molecular weight is 84.12 g/mol. As for the frontier orbital gap: 10.3 eV. The energy above the lowest of the compared OMol25 structures with the same formula, charge and spin is 49.2 kcal/mol. As for the SMILES: C1N[C@H]1[C@H]1CN1. The strongest force on any atom comes out at 0.0064 hartree/bohr. The highest occupied orbital energy comes out at -9.2588 eV.

Question: frontier orbital gap of number 1 (C3H3N5)?
Answer: 9.0 eV

Question: The lowest highest occupied orbital energy belongs to which entry?
Answer: C19H24BrCl18NO3

Question: Which formula does entry 2 have?
Answer: C4H8N2